Entry 1:
Computed, not measured: a structure of composition C26H34ClO2Tc, with the ωB97M-V functional and the def2-TZVPD basis.

Geometry as ORCA input:
```
! RIJCOSX wB97M-V def2-TZVPD def2/J DEFGRID3
* xyz 1 4
O 0.32 0.19 -6.82
C 0.32 1.45 -7.56
C 0.25 0.80 -8.91
H 1.24 1.99 -7.33
H -0.55 2.08 -7.35
C 0.35 -0.51 -8.10
H 1.08 1.04 -9.57
H -0.72 0.91 -9.39
C 1.62 -1.30 -8.32
H 2.53 -0.72 -8.09
H 1.66 -1.68 -9.36
H 1.63 -2.19 -7.67
C -0.87 -1.40 -8.27
H -1.78 -0.86 -7.99
H -0.80 -2.27 -7.60
H -0.94 -1.74 -9.32
Tc -0.34 -0.17 0.23
C -2.22 -0.91 1.04
C -2.17 0.52 1.16
C -2.13 1.07 -0.17
H -2.18 1.09 2.08
C -2.07 -0.02 -1.11
C -2.07 -1.24 -0.36
H -2.00 -2.23 -0.79
H -2.45 -1.60 1.85
H -2.14 2.12 -0.42
H -2.09 0.07 -2.19
C 1.19 -1.47 1.41
C 0.34 -2.18 0.49
C 0.70 -1.74 -0.85
H -0.30 -3.02 0.75
C 1.93 -0.98 -0.74
C 2.24 -0.84 0.63
H 3.13 -0.36 1.04
H 1.14 -1.56 2.50
H 0.27 -2.13 -1.78
H 2.53 -0.65 -1.59
O 1.82 1.33 -3.98
C 0.65 0.45 -3.99
C -0.60 1.33 -4.27
H 0.47 -0.02 -2.99
H 0.83 -0.36 -4.72
C -0.01 2.74 -4.52
H -1.27 1.37 -3.39
H -1.16 0.96 -5.13
C 1.24 2.64 -3.64
H -0.69 3.57 -4.28
H 0.26 2.84 -5.61
H 0.92 2.69 -2.56
H 2.00 3.41 -3.85
Cl 3.10 3.67 0.48
C 2.45 2.95 1.90
C 3.03 3.23 3.12
C 2.50 2.65 4.28
C 1.37 1.84 4.19
C 0.77 1.58 2.96
C 1.31 2.10 1.78
C 0.68 1.83 0.48
H 3.89 3.89 3.16
H 2.98 2.85 5.24
H 0.95 1.40 5.09
H -0.13 0.95 2.91
H -0.06 2.62 0.26
H 1.42 1.83 -0.34
*
```

Computed properties:
Strongest force on any atom in eV/A: 3.0
HOMO-LUMO gap (spin up / spin down) in eV: 6.851 / 5.840
ΔE to the lowest compared entry with this formula, charge and spin in kcal/mol: 0.0

***

Entry 2:
Computed, not measured: a structure of composition C26H34IN6Pt, with the ωB97M-V functional and the def2-TZVPD basis.

Geometry as ORCA input:
```
! RIJCOSX wB97M-V def2-TZVPD def2/J DEFGRID3
* xyz 3 5
Pt 0.53 -0.79 -0.17
I 3.09 -1.66 -0.63
C 3.32 -1.95 1.42
C 4.49 -2.54 1.87
C 4.69 -2.72 3.23
C 3.71 -2.30 4.14
C 2.52 -1.71 3.68
C 1.54 -1.30 4.60
C 0.35 -0.73 4.16
C 0.12 -0.57 2.80
C 1.07 -0.96 1.83
C 2.29 -1.53 2.28
H 5.25 -2.86 1.17
H 5.60 -3.17 3.59
H 3.87 -2.43 5.20
H 1.72 -1.44 5.66
H -0.40 -0.42 4.88
H -0.82 -0.15 2.48
C -2.51 -2.44 1.13
N -2.45 -2.74 -0.30
C -2.56 -4.16 -0.64
C -2.22 -1.79 -1.21
N -1.52 -0.67 -0.80
C -1.97 0.58 -1.11
C -3.30 0.87 -1.49
C -3.67 2.15 -1.78
C -2.72 3.21 -1.73
C -1.43 2.98 -1.35
C -1.02 1.67 -1.00
N 0.23 1.33 -0.64
C 1.21 2.31 -0.47
N 1.07 3.21 0.49
C 1.68 4.54 0.45
C 0.11 3.02 1.59
N 2.25 2.29 -1.30
C 3.62 2.66 -0.90
C 2.17 1.67 -2.62
N -2.57 -1.93 -2.48
C -3.75 -2.71 -2.90
C -1.92 -1.20 -3.56
H -3.36 -2.96 1.56
H -2.64 -1.37 1.28
H -1.60 -2.77 1.63
H -1.98 -4.72 0.09
H -2.15 -4.35 -1.63
H -3.59 -4.51 -0.60
H -4.03 0.07 -1.52
H -4.69 2.37 -2.05
H -3.04 4.21 -1.99
H -0.72 3.79 -1.32
H 2.04 4.76 -0.56
H 2.50 4.63 1.16
H 0.91 5.26 0.71
H -0.08 1.96 1.74
H -0.82 3.54 1.37
H 0.55 3.44 2.49
H 3.65 3.30 -0.04
H 4.11 3.16 -1.74
H 4.17 1.74 -0.68
H 1.14 1.47 -2.88
H 2.75 0.75 -2.65
H 2.59 2.36 -3.35
H -4.39 -2.93 -2.05
H -3.46 -3.64 -3.40
H -4.31 -2.10 -3.61
H -0.92 -0.88 -3.26
H -2.51 -0.34 -3.87
H -1.82 -1.88 -4.42
*
```

Computed properties:
Strongest force on any atom in eV/A: 0.2
HOMO-LUMO gap (spin up / spin down) in eV: 7.086 / 5.415

***

Entry 3:
Computed, not measured: a structure of composition C26H34O2PtS8Sb, with the ωB97M-V functional and the def2-TZVPD basis.

Geometry as ORCA input:
```
! RIJCOSX wB97M-V def2-TZVPD def2/J DEFGRID3
* xyz 1 1
Pt -0.69 -0.10 0.79
C -1.60 1.29 4.25
C -0.62 2.19 3.51
S 0.56 1.41 2.39
C 1.59 0.32 3.41
C 0.98 -0.93 4.01
S 0.21 -2.01 2.77
C -1.31 -2.52 3.61
C -2.25 -1.43 4.15
S -2.43 0.09 3.18
H -2.37 1.92 4.70
H -1.11 0.76 5.06
H -0.06 2.79 4.23
H -1.16 2.88 2.86
H 1.99 0.96 4.20
H 2.39 0.09 2.71
H 0.23 -0.70 4.77
H 1.77 -1.49 4.51
H -1.07 -3.20 4.43
H -1.83 -3.10 2.86
H -1.97 -1.13 5.16
H -3.24 -1.87 4.23
O 3.26 0.55 0.81
C 2.59 -0.10 0.00
O 1.57 -0.83 0.30
C 3.02 -0.08 -1.45
C 2.09 -0.20 -2.48
C 2.51 -0.19 -3.80
C 3.86 -0.08 -4.10
C 4.79 0.04 -3.08
C 4.37 0.05 -1.75
H 1.04 -0.27 -2.24
H 1.78 -0.26 -4.60
H 4.19 -0.08 -5.13
H 5.84 0.12 -3.30
H 5.07 0.15 -0.94
C 0.85 -3.20 -1.41
Sb -0.84 -2.18 -0.68
C -1.91 -1.92 -2.49
C -1.82 -3.84 0.19
H 0.46 -4.05 -1.97
H 1.47 -3.52 -0.58
H 1.43 -2.55 -2.06
H -2.19 -2.91 -2.86
H -1.25 -1.45 -3.22
H -2.79 -1.31 -2.35
H -1.83 -4.59 -0.60
H -2.85 -3.61 0.48
H -1.27 -4.22 1.04
C -5.11 0.98 -0.79
C -4.05 1.85 -1.00
C -2.77 1.51 -0.57
C -2.53 0.29 0.06
C -3.61 -0.56 0.28
C -4.89 -0.22 -0.14
H -6.10 1.25 -1.13
H -4.20 2.80 -1.49
H -1.95 2.20 -0.72
H -3.48 -1.50 0.80
H -5.71 -0.90 0.04
C 3.63 3.53 -0.62
S 3.58 3.50 -2.41
C 2.01 3.11 -2.95
C 0.84 2.71 -2.26
S 0.64 2.52 -0.63
S -0.50 2.31 -3.32
C 0.26 2.62 -4.85
S -0.44 2.40 -6.30
S 1.88 3.22 -4.68
H 4.63 3.92 -0.42
H 3.53 2.54 -0.19
H 2.89 4.21 -0.22
*
```

Computed properties:
Strongest force on any atom in eV/A: 1.6
HOMO-LUMO gap (spin up / spin down) in eV: 3.891 / 3.884
ΔE to the lowest compared entry with this formula, charge and spin in kcal/mol: 74.8

***

Entry 4:
Computed, not measured: a structure of composition C26H35BF4N6O12P2V, with the ωB97M-V functional and the def2-TZVPD basis.

Geometry as ORCA input:
```
! RIJCOSX wB97M-V def2-TZVPD def2/J DEFGRID3
* xyz -2 4
V 0.48 1.10 -0.73
O -3.24 2.85 -2.01
C -2.66 1.79 -1.76
O -1.41 1.66 -1.55
C -3.62 0.60 -1.72
C -4.75 0.72 -0.91
C -5.69 -0.28 -0.91
C -5.50 -1.38 -1.75
C -4.37 -1.40 -2.54
N -3.44 -0.44 -2.53
H -4.85 1.61 -0.30
H -6.56 -0.23 -0.27
H -6.21 -2.20 -1.79
H -4.19 -2.23 -3.21
N -0.69 0.23 -3.94
C 0.66 -0.39 -4.10
C 0.79 -1.03 -5.47
P 1.80 1.04 -3.83
O 1.25 1.97 -5.08
O 3.21 0.67 -4.01
O 1.25 1.71 -2.61
P 0.85 -1.63 -2.74
O -0.44 -2.59 -3.13
O 2.08 -2.44 -2.89
O 0.49 -0.92 -1.46
H -0.81 0.95 -4.65
H -0.80 0.72 -3.01
H -1.47 -0.44 -3.96
H 0.65 -0.28 -6.26
H 0.07 -1.84 -5.60
H 1.80 -1.44 -5.56
H 1.16 2.87 -4.74
H -0.16 -3.51 -3.05
C 4.89 0.70 -0.85
C 4.66 2.11 -0.28
C 3.42 1.92 0.57
O 2.63 1.03 -0.21
C 3.52 0.01 -0.70
H 5.64 0.17 -0.26
H 5.20 0.72 -1.89
H 4.41 2.81 -1.08
H 5.50 2.50 0.28
H 2.85 2.82 0.76
H 3.66 1.42 1.53
H 3.13 -0.36 -1.64
H 3.53 -0.81 0.03
N -1.02 -5.96 -0.69
C -1.40 -5.06 -0.09
C -1.90 -3.93 0.64
C -2.45 -4.08 1.91
C -2.96 -2.96 2.54
C -2.89 -1.74 1.87
N -2.37 -1.59 0.65
C -1.89 -2.67 0.05
H -2.48 -5.05 2.38
H -3.38 -3.02 3.53
H -3.27 -0.83 2.32
H -1.47 -2.52 -0.94
C 0.15 -2.41 3.99
C 1.14 -1.33 4.37
C 0.82 0.04 3.77
C 1.94 1.03 4.18
C 1.68 2.48 3.83
C -0.47 0.56 4.34
O -0.74 0.53 5.53
N -1.32 1.10 3.43
C -1.16 1.18 2.01
O -2.08 1.71 1.42
N -0.05 0.64 1.45
C 0.84 -0.05 2.22
O 1.72 -0.75 1.74
H 0.42 -3.37 4.44
H 0.12 -2.55 2.91
H -0.86 -2.15 4.34
H 2.14 -1.60 4.04
H 1.17 -1.20 5.46
H 2.86 0.67 3.70
H 2.07 0.92 5.26
H 1.44 2.62 2.78
H 2.57 3.09 4.02
H 0.86 2.90 4.41
H -2.17 1.52 3.77
F 0.74 3.30 -0.39
B 1.13 4.61 0.05
F 0.19 5.54 -0.35
F 1.25 4.59 1.45
F 2.39 4.90 -0.52
*
```

Computed properties:
Strongest force on any atom in eV/A: 1.1
HOMO-LUMO gap (spin up / spin down) in eV: 5.867 / 8.198
ΔE to the lowest compared entry with this formula, charge and spin in kcal/mol: 17.0

***

Entry 5:
Computed, not measured: a structure of composition C26H35F18MgO13, with the ωB97M-V functional and the def2-TZVPD basis.

Geometry as ORCA input:
```
! RIJCOSX wB97M-V def2-TZVPD def2/J DEFGRID3
* xyz 1 1
Mg -0.20 -3.71 2.03
C 0.78 -0.76 -1.00
C -0.35 -1.38 -0.17
O 0.09 -2.24 0.83
H 1.27 -1.46 -1.67
H 1.55 -0.24 -0.43
H 0.27 -0.03 -1.63
H -0.98 -1.91 -0.90
H -1.00 -0.59 0.23
C -2.85 -0.02 4.88
C -1.85 -1.09 4.55
O -0.48 -0.81 4.75
C 0.51 -1.50 4.23
O 0.37 -2.60 3.74
C 1.90 -0.88 4.52
F 2.65 -0.98 3.42
F 1.80 0.38 4.88
F 2.47 -1.57 5.49
H -3.02 0.08 5.96
H -3.84 -0.31 4.52
H -2.64 0.96 4.46
H -1.97 -1.30 3.48
H -2.10 -2.05 5.01
C -0.24 1.88 2.47
C -1.36 2.58 1.73
O -2.49 2.92 2.54
C -2.44 3.94 3.38
O -1.49 4.65 3.52
C -3.75 4.03 4.21
F -3.46 3.98 5.51
F -4.34 5.19 3.91
F -4.59 3.05 3.91
H -0.53 0.95 2.96
H 0.02 2.48 3.35
H 0.61 1.72 1.81
H -1.75 1.90 0.97
H -1.10 3.47 1.15
C -3.43 -3.04 -2.30
C -3.69 -1.58 -1.98
O -4.39 -1.57 -0.73
C -5.06 -0.47 -0.36
O -5.40 0.42 -1.06
C -5.31 -0.38 1.17
F -6.60 -0.18 1.42
F -4.88 -1.51 1.77
F -4.64 0.67 1.65
H -2.75 -3.39 -1.51
H -2.90 -3.06 -3.25
H -4.29 -3.71 -2.29
H -4.28 -1.06 -2.74
H -2.76 -1.02 -1.87
C 5.03 -2.44 -0.06
C 3.69 -2.94 0.46
O 3.96 -3.63 1.71
C 2.95 -4.18 2.31
O 1.82 -4.19 1.89
C 3.32 -4.88 3.64
F 4.60 -4.72 3.94
F 2.58 -4.34 4.63
F 2.98 -6.16 3.53
H 5.59 -3.21 -0.59
H 5.68 -2.12 0.77
H 4.97 -1.53 -0.66
H 3.26 -3.61 -0.28
H 2.95 -2.15 0.61
C 0.76 -2.46 -8.24
C -0.68 -2.07 -8.08
O -0.86 -1.65 -6.71
C -0.96 -0.38 -6.39
O -0.75 0.54 -7.11
C -1.24 -0.23 -4.88
F -0.33 0.60 -4.34
F -2.42 0.36 -4.69
F -1.16 -1.36 -4.19
H 1.45 -1.60 -8.24
H 0.94 -3.07 -9.12
H 1.19 -3.03 -7.41
H -1.34 -2.92 -8.26
H -0.97 -1.27 -8.75
C 4.10 6.13 -2.86
C 3.57 6.36 -1.46
O 2.81 5.20 -1.04
C 3.46 4.30 -0.31
O 4.63 4.31 -0.07
C 2.57 3.19 0.24
F 1.34 3.23 -0.25
F 3.10 1.98 -0.03
F 2.55 3.24 1.58
H 4.66 5.19 -2.88
H 4.76 6.93 -3.15
H 3.30 6.04 -3.60
H 2.77 7.10 -1.49
H 4.31 6.62 -0.71
*
```

Computed properties:
Strongest force on any atom in eV/A: 3.1
HOMO-LUMO gap in eV: 7.244
ΔE to the lowest compared entry with this formula, charge and spin in kcal/mol: 46.5

***

Entry 6:
Computed, not measured: a cluster of 5 separate species, C26H35F5O8P in total, with the ωB97M-V functional and the def2-TZVPD basis.

Geometry as ORCA input:
```
! RIJCOSX wB97M-V def2-TZVPD def2/J DEFGRID3
* xyz 1 1
C 2.77 3.73 0.06
C 2.16 3.75 -1.39
C 3.00 4.41 -2.41
C 2.51 4.45 -3.79
C 1.22 3.85 -4.10
C 0.36 3.22 -3.08
C -0.99 2.62 -3.60
P -2.19 2.17 -2.27
C -2.84 3.63 -1.26
F -3.67 3.07 -0.29
F -1.87 4.30 -0.57
C -3.77 4.63 -2.09
F -3.49 4.63 -3.43
F -5.08 4.28 -1.97
F -3.60 5.87 -1.56
C 0.85 3.17 -1.71
H 3.17 4.74 0.32
H 3.63 3.01 0.07
H 1.99 3.47 0.82
H 3.99 4.85 -2.18
H 3.10 4.93 -4.60
H 0.87 3.85 -5.16
H -0.73 1.74 -4.27
H -1.46 3.39 -4.27
H -3.33 1.61 -2.92
H -1.68 1.11 -1.44
H 0.24 2.69 -0.90
O -0.02 1.53 2.66
C -0.21 2.66 3.02
O 0.78 3.57 3.19
C 0.23 4.78 3.74
C -1.24 4.75 3.37
C -1.54 3.26 3.39
H 0.39 4.79 4.82
H 0.74 5.64 3.30
H -1.86 5.34 4.04
H -1.38 5.14 2.36
H -1.83 2.92 4.38
H -2.31 3.00 2.66
O 0.57 -0.79 -0.19
C 0.22 -1.73 0.48
O -0.03 -2.97 -0.02
C -0.53 -3.82 1.03
C -0.05 -3.18 2.31
C -0.05 -1.70 1.96
H -1.62 -3.86 0.96
H -0.13 -4.83 0.90
H -0.68 -3.42 3.17
H 0.97 -3.50 2.54
H -1.02 -1.24 2.13
H 0.73 -1.16 2.49
O 3.69 -2.35 1.34
C 4.25 -2.25 0.29
O 5.60 -2.27 0.15
C 5.95 -2.02 -1.22
C 4.71 -2.40 -2.02
C 3.59 -2.05 -1.05
H 6.21 -0.97 -1.33
H 6.81 -2.63 -1.49
H 4.65 -1.88 -2.97
H 4.71 -3.47 -2.21
H 3.28 -1.01 -1.14
H 2.74 -2.71 -1.17
O -2.06 -6.82 3.19
C -2.74 -6.88 2.21
O -3.37 -5.81 1.66
C -4.19 -6.24 0.56
C -3.60 -7.57 0.12
C -3.07 -8.13 1.43
H -5.22 -6.34 0.91
H -4.16 -5.50 -0.24
H -4.32 -8.22 -0.38
H -2.77 -7.39 -0.56
H -3.83 -8.70 1.97
H -2.18 -8.74 1.28
*
```

Computed properties:
Strongest force on any atom in eV/A: 3.0
HOMO-LUMO gap in eV: 8.140

***

What did the sixth record say?
Computed, not measured: a cluster of 5 separate species, C26H35F5O8P in total, with the ωB97M-V functional and the def2-TZVPD basis.

Geometry as ORCA input:
```
! RIJCOSX wB97M-V def2-TZVPD def2/J DEFGRID3
* xyz 1 1
C 2.77 3.73 0.06
C 2.16 3.75 -1.39
C 3.00 4.41 -2.41
C 2.51 4.45 -3.79
C 1.22 3.85 -4.10
C 0.36 3.22 -3.08
C -0.99 2.62 -3.60
P -2.19 2.17 -2.27
C -2.84 3.63 -1.26
F -3.67 3.07 -0.29
F -1.87 4.30 -0.57
C -3.77 4.63 -2.09
F -3.49 4.63 -3.43
F -5.08 4.28 -1.97
F -3.60 5.87 -1.56
C 0.85 3.17 -1.71
H 3.17 4.74 0.32
H 3.63 3.01 0.07
H 1.99 3.47 0.82
H 3.99 4.85 -2.18
H 3.10 4.93 -4.60
H 0.87 3.85 -5.16
H -0.73 1.74 -4.27
H -1.46 3.39 -4.27
H -3.33 1.61 -2.92
H -1.68 1.11 -1.44
H 0.24 2.69 -0.90
O -0.02 1.53 2.66
C -0.21 2.66 3.02
O 0.78 3.57 3.19
C 0.23 4.78 3.74
C -1.24 4.75 3.37
C -1.54 3.26 3.39
H 0.39 4.79 4.82
H 0.74 5.64 3.30
H -1.86 5.34 4.04
H -1.38 5.14 2.36
H -1.83 2.92 4.38
H -2.31 3.00 2.66
O 0.57 -0.79 -0.19
C 0.22 -1.73 0.48
O -0.03 -2.97 -0.02
C -0.53 -3.82 1.03
C -0.05 -3.18 2.31
C -0.05 -1.70 1.96
H -1.62 -3.86 0.96
H -0.13 -4.83 0.90
H -0.68 -3.42 3.17
H 0.97 -3.50 2.54
H -1.02 -1.24 2.13
H 0.73 -1.16 2.49
O 3.69 -2.35 1.34
C 4.25 -2.25 0.29
O 5.60 -2.27 0.15
C 5.95 -2.02 -1.22
C 4.71 -2.40 -2.02
C 3.59 -2.05 -1.05
H 6.21 -0.97 -1.33
H 6.81 -2.63 -1.49
H 4.65 -1.88 -2.97
H 4.71 -3.47 -2.21
H 3.28 -1.01 -1.14
H 2.74 -2.71 -1.17
O -2.06 -6.82 3.19
C -2.74 -6.88 2.21
O -3.37 -5.81 1.66
C -4.19 -6.24 0.56
C -3.60 -7.57 0.12
C -3.07 -8.13 1.43
H -5.22 -6.34 0.91
H -4.16 -5.50 -0.24
H -4.32 -8.22 -0.38
H -2.77 -7.39 -0.56
H -3.83 -8.70 1.97
H -2.18 -8.74 1.28
*
```

Computed properties:
Strongest force on any atom in eV/A: 3.0
HOMO-LUMO gap in eV: 8.140

***

- Among the records above, which one has the highest strongest force on any atom?
  C26H35F18MgO13